Entry 1:
Here is a cluster of 6 separate species, C58H65BF3N2O13 in total at a distorted geometry from the Open Molecules 2025 dataset. Energies are from wB97M-V/def2-TZVPD.

The geometry in XYZ format:
```
142
C58H65BF3N2O13 (wB97M-V/def2-TZVPD)
C -1.66203 -0.17502 2.19543
C -1.32879 -1.57917 1.65288
C -0.97272 -1.58000 0.16134
C -1.30389 -2.94779 -0.46263
C -1.63106 -2.92812 -1.95986
N -0.47425 -2.87024 -2.87116
C -0.20381 -1.86737 -3.79997
C -0.94947 -0.60089 -4.13058
C -1.57720 0.16412 -2.96284
C -1.87506 1.59635 -3.43260
C -0.60270 2.46987 -3.48043
C -0.53222 3.44440 -2.27556
C 0.12333 4.75900 -2.73838
C 1.61352 4.50556 -2.94538
O 2.18916 4.04149 -1.74100
C 3.34667 3.24844 -1.91459
C 0.93506 -2.25394 -4.45206
C 1.65137 -1.52907 -5.53410
C 2.87107 -0.76578 -5.02565
C 3.62867 0.00552 -5.90800
C 4.76221 0.69861 -5.48341
C 5.18277 0.64726 -4.15366
C 6.41665 1.34927 -3.65092
C 4.40752 -0.09412 -3.25880
C 3.27308 -0.78642 -3.69093
N 1.34030 -3.47368 -3.92955
B 2.55978 -4.22165 -4.47980
O 2.31769 -5.00585 -5.55301
C 4.01910 -4.13042 -3.94998
C 4.48515 -5.46399 -3.27408
C 0.46653 -3.81231 -2.98043
C 0.54256 -5.09573 -2.21688
O 1.83360 -5.30047 -1.66474
C 2.03575 -4.77030 -0.44062
F 1.16493 -5.23849 0.45531
F 1.97555 -3.44226 -0.44217
F 3.24304 -5.12043 -0.04340
H -1.22075 0.60135 1.57267
H -1.34021 -0.06126 3.22595
H -2.74055 -0.02347 2.18981
H -2.19045 -2.21895 1.84954
H -0.52449 -1.99844 2.25344
H -1.43778 -0.74958 -0.35814
H 0.11401 -1.47990 0.12785
H -2.19598 -3.33838 0.02679
H -0.49608 -3.63029 -0.22026
H -2.34232 -2.14362 -2.16858
H -2.14190 -3.86650 -2.18417
H -1.65131 -0.79206 -4.94035
H -0.20376 0.06467 -4.55668
H -2.55596 -0.26915 -2.75615
H -0.94735 0.17520 -2.07887
H -2.34507 1.55244 -4.41452
H -2.62807 2.01316 -2.76528
H -0.53670 3.01550 -4.41733
H 0.24462 1.78840 -3.37726
H 0.04083 2.94463 -1.49895
H -1.52008 3.67314 -1.87939
H -0.05306 5.58677 -2.05341
H -0.31034 5.02648 -3.70208
H 2.11297 5.43478 -3.24356
H 1.72998 3.78915 -3.76438
H 3.25020 2.34456 -1.31117
H 3.48779 2.92727 -2.94880
H 4.22809 3.80140 -1.58666
H 0.99929 -0.78744 -5.98576
H 1.93688 -2.19657 -6.34924
H 3.35723 0.07739 -6.95433
H 5.31505 1.28221 -6.20754
H 7.16908 1.45608 -4.42618
H 6.17002 2.30467 -3.19143
H 6.85047 0.73438 -2.86309
H 4.69809 -0.15760 -2.21852
H 2.73461 -1.34247 -2.93355
H 1.38439 -5.02907 -5.79528
H 4.15842 -3.30958 -3.25568
H 4.64894 -4.00974 -4.83060
H 3.67273 -6.17598 -3.16552
H 5.29800 -5.92946 -3.82057
H 4.85170 -5.25039 -2.27402
H 0.40262 -5.90412 -2.93414
H -0.26754 -5.18306 -1.50128
C -1.58620 9.17593 -0.32217
C -1.91283 7.88974 -0.22998
C -3.08200 7.33747 -0.95783
O -3.37737 6.16402 -0.87108
C -3.87340 8.27396 -1.79359
C -3.54818 9.56044 -1.88671
C -2.37752 10.11401 -1.15889
O -2.07928 11.28411 -1.24505
H -0.73810 9.59908 0.20079
H -1.34825 7.19061 0.37417
H -4.72171 7.85034 -2.31601
H -4.11227 10.26018 -2.48998
C 1.79475 -5.46811 6.28727
C 1.26474 -4.37580 5.74331
C 1.01584 -4.28746 4.28644
O 0.53313 -3.28767 3.78712
C 1.37337 -5.45683 3.44809
C 1.90341 -6.55030 3.98924
C 2.15521 -6.64229 5.45218
O 2.63635 -7.64084 5.94009
H 1.98748 -5.55619 7.34672
H 0.99780 -3.51573 6.32999
H 1.18094 -5.36622 2.38485
H 2.17468 -7.41794 3.40036
C -0.10062 -1.72618 11.22185
C 0.55935 -2.67890 10.56909
C 0.43627 -2.83087 9.09903
O 1.03930 -3.70369 8.50582
C -0.44975 -1.87995 8.38144
C -1.10991 -0.92750 9.03322
C -0.98643 -0.77554 10.50518
O -1.58738 0.09483 11.09582
H -0.02568 -1.59766 12.29402
H 1.21086 -3.38234 11.07145
H -0.52790 -2.00479 7.30856
H -1.76130 -0.22347 8.53095
C -4.42960 -1.94345 -8.21249
C -3.39070 -1.46651 -7.53308
C -3.23542 -0.01301 -7.28529
O -2.28340 0.42284 -6.66429
C -4.27942 0.89097 -7.82013
C -5.32043 0.41770 -8.50043
C -5.47967 -1.03774 -8.75061
O -6.42443 -1.47334 -9.36597
H -4.56306 -3.00012 -8.40650
H -2.61534 -2.10929 -7.13367
H -4.14438 1.94736 -7.62611
H -6.09380 1.06063 -8.90038
C -2.64684 5.67296 12.77917
C -2.68239 5.54145 11.45607
C -2.80264 4.20596 10.81890
O -2.83238 4.08583 9.61181
C -2.88357 3.02419 11.71225
C -2.84751 3.15615 13.03547
C -2.72714 4.49006 13.67435
O -2.69590 4.61212 14.87952
H -2.55885 6.63632 13.26515
H -2.62562 6.39009 10.78625
H -2.96947 2.06069 11.22896
H -2.90350 2.30677 13.70420
```

Energy: -99618.004 eV
LUMO: -0.1329 Ha
Relative energy (zero: lowest compared OMol25 entry of this formula, charge and spin): 0.0000 eV
F_max: 1.47 eV/A
Multiplicity: 1
HOMO-LUMO gap: 7.4 eV
Total charge: +1

Entry 2:
Here is a structure of composition C46H62Br4CsFN4O5SSe at a distorted geometry from the Open Molecules 2025 dataset. Energies are from wB97M-V/def2-TZVPD.

The geometry in XYZ format:
```
125
C46H62Br4CsFN4O5SSe (wB97M-V/def2-TZVPD)
Cs -1.11505 -0.29396 -0.37523
Br -7.98752 -0.10327 -1.81439
C -6.21003 -0.75969 -1.70131
C -5.95745 -2.07195 -1.36385
Br -7.38418 -3.26868 -1.00182
C -4.62903 -2.51775 -1.28998
Br -4.20865 -4.30397 -0.80365
C -3.52460 -1.69235 -1.51824
O -2.30378 -2.09421 -1.43976
C -3.78579 -0.29492 -1.86005
O -2.79096 0.49799 -2.06270
C -5.12483 0.09715 -1.94981
Br -5.40018 1.91990 -2.44634
C 3.06276 -1.21974 4.63717
C 1.57114 -1.33119 4.31334
C 1.10992 -0.13042 3.48310
C 1.15326 -2.67286 3.72297
C 0.35522 -3.46997 4.53454
C -0.17787 -4.66516 4.09356
C 0.08049 -5.05564 2.79151
C 0.88231 -4.31462 1.93044
C 1.02270 -4.89421 0.52190
C 0.62706 -3.88689 -0.55688
C 2.40366 -5.48498 0.22722
C 1.47689 -3.09609 2.39779
N 2.16505 -2.24006 1.56238
C 3.46989 -2.24255 1.35972
C 4.44351 -3.13333 1.90726
C 5.79183 -3.04789 1.60317
C 6.28926 -2.07119 0.75028
C 5.37602 -1.15803 0.20852
C 4.04690 -1.24932 0.51322
F 3.19824 -0.31837 -0.02311
H 3.24209 -0.32687 5.24323
H 3.66588 -1.14083 3.73720
H 3.41075 -2.08966 5.19907
H 1.04596 -1.27735 5.27546
H 1.55698 -0.16749 2.49263
H 1.39828 0.80473 3.96960
H 0.02138 -0.12588 3.35591
H 0.12732 -3.12163 5.53834
H -0.81335 -5.26191 4.73684
H -0.36750 -5.96913 2.41347
H 0.31606 -5.73139 0.47814
H 1.20753 -2.97392 -0.41838
H -0.43173 -3.64850 -0.49485
H 0.82308 -4.29405 -1.55335
H 3.16230 -4.71600 0.16484
H 2.38219 -6.01311 -0.73117
H 2.70454 -6.19432 1.00176
H 4.08765 -3.90171 2.58414
H 6.47413 -3.76547 2.04938
H 7.34218 -2.01141 0.50998
H 5.69651 -0.35960 -0.45078
O -0.10393 -1.10314 -2.85452
H 0.23190 -1.97902 -2.62853
H -1.03464 -1.16225 -2.54278
O 2.08946 2.32549 1.07534
H 1.88646 2.64273 0.18239
H 2.34280 1.40664 0.92889
C -1.59103 5.36521 0.13133
C -1.44525 4.64841 1.47132
C -1.38678 3.19345 1.32765
N -1.34244 2.05156 1.23671
H -1.59600 6.44367 0.28843
H -2.52190 5.08031 -0.35917
H -0.76237 5.11079 -0.52859
H -2.28563 4.87830 2.12972
H -0.53103 4.95863 1.98077
C -3.46153 -2.99513 3.85121
C -2.30018 -2.19431 3.29201
S -2.83434 -0.74783 2.33020
O -4.10251 -1.12695 1.64169
C -3.36434 0.32143 3.69213
C -2.22392 0.91783 4.49962
H -3.10701 -3.98180 4.15085
H -4.22959 -3.11441 3.08686
H -3.91247 -2.51669 4.72234
H -1.72049 -2.79330 2.58664
H -1.60606 -1.83816 4.05687
H -4.05851 -0.25774 4.30271
H -3.93788 1.08796 3.16826
H -1.70163 0.15866 5.08402
H -2.60889 1.66203 5.19879
H -1.49395 1.40173 3.84972
C 3.44245 1.43790 -7.12513
C 3.05925 2.56613 -6.17339
C 3.41214 2.28337 -4.71526
C 2.50589 1.26789 -4.02415
N 1.09378 1.61314 -4.09746
C 0.49233 2.55029 -3.32790
Se 1.34251 3.73855 -2.19381
N -0.83825 2.47946 -3.55722
C -1.87800 3.27415 -2.91340
C -2.58385 4.19345 -3.90341
C -1.69107 5.24820 -4.55360
C -1.25370 6.34712 -3.59075
C -1.09879 1.44773 -4.44608
C -2.29436 0.92762 -4.91729
C -2.20583 -0.12122 -5.81470
C -0.96776 -0.63385 -6.21822
C 0.22029 -0.12952 -5.72000
C 0.12984 0.91619 -4.81482
H 3.21608 1.69615 -8.16071
H 2.90496 0.51812 -6.89732
H 4.51123 1.22229 -7.05785
H 1.98714 2.76927 -6.25144
H 3.56691 3.48294 -6.48468
H 3.37870 3.20872 -4.13833
H 4.43558 1.89934 -4.65373
H 2.77045 1.18311 -2.96918
H 2.60764 0.27666 -4.46583
H -1.38567 3.83794 -2.12588
H -2.57494 2.56669 -2.45730
H -3.39828 4.68449 -3.36086
H -3.05772 3.58557 -4.67715
H -2.23101 5.69551 -5.39348
H -0.80627 4.76222 -4.97745
H -2.11839 6.77372 -3.07516
H -0.74487 7.15643 -4.11796
H -0.56295 5.95772 -2.84353
H -3.24631 1.28149 -4.54690
H -3.11492 -0.57294 -6.18756
H -0.93870 -1.46717 -6.90779
H 1.16807 -0.57242 -5.99005
```

Energy: -424526.144 eV
LUMO: 0.1239 Ha
Relative energy (zero: lowest compared OMol25 entry of this formula, charge and spin): 1.5970 eV
F_max: 4.46 eV/A
Multiplicity: 1
HOMO-LUMO gap: 4.9 eV
Total charge: -2

Entry 3:
Here is the ion C4H11N2O with charge +1 at a distorted geometry from the Open Molecules 2025 dataset. Energies are from wB97M-V/def2-TZVPD.

The geometry in XYZ format:
```
18
C4H11N2O (wB97M-V/def2-TZVPD)
N -1.23297 -0.17285 -1.57950
C 0.18654 -0.61145 -1.45669
C 0.41649 -1.08369 0.01254
N -0.46037 -0.35303 0.92095
C -0.02440 0.79288 1.74999
C 1.13547 1.52946 1.07098
O 1.03140 1.94287 -0.05816
H -1.40999 0.49607 -2.31365
H -1.85388 -0.97021 -1.63569
H -1.34333 0.18900 -0.57234
H 0.90459 0.14550 -1.72716
H 0.34900 -1.45152 -2.12985
H 0.19584 -2.14136 0.05454
H 1.46662 -0.90664 0.19440
H -1.00035 -1.00197 1.47287
H 0.33575 0.47154 2.72355
H -0.81723 1.53803 1.72088
H 2.12081 1.58738 1.55233
```

Energy: -9346.762 eV
LUMO: -0.1211 Ha
Relative energy (zero: lowest compared OMol25 entry of this formula, charge and spin): 2.0953 eV
F_max: 1.62 eV/A
Multiplicity: 1
HOMO-LUMO gap: 10.6 eV
Total charge: +1

Entry 4:
Here is a cluster of 4 separate species, C5H18O3 in total at a distorted geometry from the Open Molecules 2025 dataset. Energies are from wB97M-V/def2-TZVPD.

The geometry in XYZ format:
```
26
C5H18O3 (wB97M-V/def2-TZVPD)
C -0.43439 -0.17267 1.49100
C -1.44584 -0.75232 0.42507
C -0.82889 -1.77927 -0.46892
C 0.43518 -1.28897 -1.38052
C -0.10813 -0.63325 -2.57931
H -0.76126 0.79036 1.96808
H 0.64013 0.01739 1.12967
H -0.29805 -0.89447 2.24120
H -1.70882 0.12176 -0.15581
H -2.30517 -1.35176 0.73420
H -0.43573 -2.54028 0.25480
H -1.71932 -2.10050 -1.15222
H 0.90695 -0.46966 -0.60379
H 1.14948 -2.09937 -1.64861
H -1.15412 -0.70377 -2.68742
H -0.00311 0.59879 -2.58431
H 0.51879 -0.75900 -3.45188
O 3.19966 -1.08922 1.90942
H 2.60875 -0.92694 1.12893
H 3.08011 -0.46877 2.55916
O 1.90100 3.33261 -0.05953
H 2.60765 2.85880 0.43158
H 1.09686 3.00442 0.42359
O -2.50128 2.76470 0.82400
H -1.90904 2.72013 0.07647
H -2.53141 1.82126 1.17514
```

Energy: -11617.306 eV
LUMO: 0.0095 Ha
Relative energy (zero: lowest compared OMol25 entry of this formula, charge and spin): 2.4024 eV
F_max: 5.58 eV/A
Multiplicity: 1
HOMO-LUMO gap: 10.9 eV
Total charge: 0

Entry 5:
Here is a cluster of 2 separate species, C2H4F2NO in total at a distorted geometry from the Open Molecules 2025 dataset. Energies are from wB97M-V/def2-TZVPD.

The geometry in XYZ format:
```
10
C2H4F2NO (wB97M-V/def2-TZVPD)
C 0.59878 0.69216 0.78217
C 0.03774 0.43973 -0.63912
N -0.83539 -1.70416 -0.51359
O -1.13750 -1.83475 0.75742
F -0.65411 1.62001 -1.14232
F 1.08779 0.27209 -1.45585
H 1.08711 1.74226 0.89242
H -0.04819 0.42628 1.58354
H 1.51621 0.08660 0.89760
H -1.65244 -1.74022 -1.16226
```

Energy: -11107.786 eV
LUMO (alpha / beta): 0.1693 / 0.1643 Ha
Relative energy (zero: lowest compared OMol25 entry of this formula, charge and spin): 1.5732 eV
F_max: 2.69 eV/A
Multiplicity: 1
HOMO-LUMO gap (alpha / beta): 6.8 / 6.5 eV
Total charge: -1

Number 4 is which compound?
C5H18O3

What is the formula in the third record?
C4H11N2O

What is the total charge in the second record?
-2